Record 1
58
Properties=species:S:1:pos:R:3 method="wB97M-V/def2-TZVPD" lumo_ev="-0.85 / -0.97" e_above_lowest_kcal_mol=0.0 e_tot_ha=-4818.85113 multiplicity=4
V -0.743 -1.293 -2.556
C 4.150 -2.071 2.453
C 3.965 -0.686 1.816
C 5.279 -0.241 1.160
C 3.603 0.313 2.914
C 2.886 -0.780 0.744
C 3.044 -1.642 -0.340
C 2.059 -1.724 -1.299
N 0.938 -1.001 -1.248
C 0.756 -0.177 -0.210
C 1.711 -0.041 0.789
C -0.529 0.565 -0.212
C -0.892 1.459 0.788
C -2.118 2.108 0.740
C -2.940 1.818 -0.349
C -2.515 0.925 -1.308
N -1.331 0.312 -1.253
C -2.582 3.084 1.813
C -1.542 3.265 2.918
C -3.877 2.548 2.441
C -2.851 4.449 1.163
H 4.919 -2.021 3.225
H 4.459 -2.816 1.720
H 3.223 -2.415 2.914
H 6.064 -0.174 1.915
H 5.171 0.740 0.693
H 5.609 -0.946 0.397
H 4.406 0.344 3.651
H 2.688 0.027 3.435
H 3.480 1.324 2.518
H 3.924 -2.261 -0.441
H 2.148 -2.402 -2.139
H 1.531 0.636 1.609
H -0.221 1.638 1.612
H -3.914 2.273 -0.454
H -3.144 0.665 -2.151
H -1.336 2.327 3.437
H -1.922 3.972 3.657
H -0.604 3.666 2.530
H -3.713 1.571 2.899
H -4.672 2.446 1.703
H -4.224 3.235 3.215
H -1.946 4.847 0.702
H -3.190 5.158 1.920
H -3.623 4.385 0.396
S -4.390 -7.650 -2.933
C -3.595 -6.210 -2.849
S -3.074 -5.315 -4.229
C -2.308 -3.989 -3.385
C -2.343 -4.046 -2.041
S -1.661 -2.867 -0.956
S -3.152 -5.444 -1.366
S -1.566 -2.717 -4.325
Cl 1.351 -0.562 -4.712
C 0.102 0.166 -5.737
Cl -1.157 0.887 -4.719
H -0.346 -0.612 -6.345
H 0.557 0.951 -6.329


Record 2
53
Properties=species:S:1:pos:R:3 method="wB97M-V/def2-TZVPD" smiles="O=C(CN1CCN(c2cccc(Cl)c2)CC1)N[C@H]1CCCc2ccccc21" lumo_ev=0.56 e_above_lowest_kcal_mol=0.0 e_tot_ha=-1553.65630
O 1.134 2.056 -2.041
C 1.251 2.109 -0.833
C 0.480 3.121 0.032
N -0.859 2.776 0.455
C -0.998 1.749 1.467
C -1.085 0.331 0.877
N -2.152 0.239 -0.096
C -3.426 -0.142 0.268
C -3.805 -0.366 1.600
C -5.072 -0.812 1.916
C -6.019 -1.048 0.935
C -5.647 -0.838 -0.382
Cl -6.793 -1.141 -1.646
C -4.384 -0.403 -0.723
C -1.941 1.198 -1.164
C -1.854 2.623 -0.588
N 2.084 1.304 -0.142
C 3.009 0.361 -0.760
C 4.402 0.564 -0.154
C 5.248 -0.694 -0.283
C 4.595 -1.813 0.521
C 3.198 -2.060 0.028
C 2.615 -3.314 0.170
C 1.351 -3.576 -0.322
C 0.663 -2.588 -1.008
C 1.237 -1.341 -1.160
C 2.485 -1.053 -0.617
H 1.062 3.349 0.930
H 0.398 4.034 -0.566
H -0.168 1.821 2.174
H -1.928 1.963 2.008
H -1.223 -0.414 1.660
H -0.153 0.092 0.355
H -3.115 -0.178 2.407
H -5.333 -0.967 2.953
H -7.012 -1.386 1.181
H -4.140 -0.290 -1.767
H -2.754 1.161 -1.885
H -1.011 0.951 -1.682
H -1.637 3.329 -1.389
H -2.825 2.877 -0.145
H 2.109 1.360 0.864
H 3.014 0.618 -1.826
H 4.298 0.805 0.908
H 4.889 1.411 -0.639
H 5.317 -0.989 -1.331
H 6.258 -0.504 0.086
H 4.570 -1.535 1.580
H 5.177 -2.734 0.441
H 3.170 -4.095 0.672
H 0.912 -4.554 -0.193
H -0.312 -2.789 -1.424
H 0.725 -0.576 -1.725


Record 3
68
Properties=species:S:1:pos:R:3 method="wB97M-V/def2-TZVPD" lumo_ev="-1.34 / -3.62" e_tot_ha=-8928.48269 multiplicity=6
Fe 1.848 0.079 0.168
C -1.645 3.476 2.222
C -0.471 2.614 1.865
Ge -1.118 1.659 0.287
C -0.689 2.729 -1.303
C -1.920 3.427 -1.823
C -3.009 0.998 0.352
C -3.100 -0.348 0.338
Ge -1.229 -0.870 0.266
C -0.696 -1.728 -1.393
C -0.816 -3.242 -1.456
C -0.598 -1.786 1.815
C -1.031 -3.245 1.917
C -4.289 -1.277 0.273
C -5.625 -0.782 0.224
C -6.732 -1.640 0.201
C -6.477 -3.011 0.188
C -5.193 -3.556 0.232
C -4.112 -2.676 0.268
H -1.406 4.339 2.835
H -2.388 2.841 2.698
H -2.078 3.861 1.309
H -0.184 1.967 2.664
H 0.417 3.192 1.574
H -0.240 2.119 -2.088
H 0.081 3.426 -0.954
H -2.615 2.683 -2.250
H -1.704 4.208 -2.568
H -2.391 3.912 -0.988
H -3.854 1.696 0.357
H 0.288 -1.339 -1.683
H -1.398 -1.276 -2.096
H -0.037 -3.713 -0.880
H -0.786 -3.587 -2.491
H -1.761 -3.557 -1.059
H -1.016 -1.206 2.621
H 0.465 -1.670 1.871
H -2.113 -3.286 1.823
H -0.759 -3.648 2.877
H -0.603 -3.834 1.121
H -5.804 0.299 0.311
H -7.762 -1.320 0.215
H -7.310 -3.703 0.143
H -5.025 -4.635 0.281
H -3.116 -3.110 0.298
S 3.264 -0.084 2.185
C 4.137 -1.426 1.836
C 5.272 -1.770 2.692
N 6.090 -2.190 3.379
C 3.822 -2.353 0.793
S 2.519 -2.289 -0.254
C 4.605 -3.577 0.750
N 5.230 -4.545 0.741
F 1.991 4.683 -0.665
C 3.097 4.198 -1.250
F 4.066 5.075 -1.099
F 2.812 3.985 -2.542
S 3.476 2.656 -0.343
O 3.403 3.049 1.036
O 2.369 1.773 -0.788
N 4.821 2.117 -0.721
S 5.839 1.785 -1.880
O 5.695 2.690 -2.979
O 7.096 1.453 -1.315
C 5.202 0.131 -2.439
F 6.168 -0.458 -3.145
F 4.911 -0.653 -1.375
F 4.117 0.270 -3.198


| no. | F_max (eV/Å) |
| --- | --- |
| 1 | 0.5 |
| 2 | 0.5 |
| 3 | 1.6 |